Version a
Computed, not measured: a cluster of 6 separate species, C5H20O5 in total, with the ωB97M-V functional and the def2-TZVPD basis.

Output
HOMO in eV: -9.408
SMILES: C=C(C)CC.O.O.O.O.O
2S+1: 1
Frontier orbital gap in eV: 9.71

```
30
C5H20O5, DFT the ωB97M-V functional and the def2-TZVPD basis
C 2.019 1.691 -2.486
C 1.779 1.958 -1.212
C 1.777 3.361 -0.685
C 1.471 0.863 -0.246
C 0.183 1.065 0.529
H 2.302 2.352 -3.276
H 2.143 0.675 -2.863
H 2.255 4.073 -1.348
H 0.794 3.767 -0.448
H 2.341 3.410 0.253
H 2.235 0.719 0.525
H 1.541 -0.110 -0.733
H -0.183 0.236 1.134
H 0.117 1.997 1.088
H -0.666 1.123 -0.174
O -1.882 1.463 3.247
H -2.308 2.274 3.523
H -1.226 1.594 2.562
O 2.574 -3.139 -1.733
H 2.285 -3.540 -0.910
H 1.800 -2.674 -2.035
O -0.374 -3.252 -0.205
H -0.983 -3.086 -0.930
H -0.819 -3.771 0.469
O -3.093 -1.244 -0.654
H -3.906 -1.304 -0.139
H -3.359 -0.894 -1.510
O -2.597 -1.195 2.434
H -2.210 -0.513 3.009
H -2.523 -0.745 1.582
```

Which charges does natural (NBO) predict for the atoms? In e, they are:
1 C -0.400
2 C 0.025
3 C -0.649
4 C -0.442
5 C -0.621
6 H 0.194
7 H 0.189
8 H 0.221
9 H 0.215
10 H 0.212
11 H 0.211
12 H 0.223
13 H 0.224
14 H 0.187
15 H 0.207
16 O -0.970
17 H 0.489
18 H 0.487
19 O -0.941
20 H 0.477
21 H 0.465
22 O -0.962
23 H 0.480
24 H 0.482
25 O -0.953
26 H 0.480
27 H 0.475
28 O -0.959
29 H 0.488
30 H 0.466

***

Version b
Computed, not measured: a cluster of 5 separate species, C5H20O5 in total, with the ωB97M-V functional and the def2-TZVPD basis.

Output
HOMO in eV: -10.069
SMILES: CO.CO.CO.CO.CO
2S+1: 1
Frontier orbital gap in eV: 10.63

```
30
C5H20O5, DFT the ωB97M-V functional and the def2-TZVPD basis
C -0.948 0.598 -1.198
O 0.168 1.065 -0.500
H -1.908 0.565 -0.684
H -0.971 1.225 -2.090
H -0.781 -0.440 -1.487
H 0.355 1.960 -0.793
C 4.860 1.586 1.835
O 3.776 0.704 2.245
H 5.567 1.682 2.659
H 5.223 1.148 0.905
H 4.319 2.525 1.715
H 3.043 0.761 1.628
C -1.470 -5.287 -1.157
O -1.078 -4.880 0.108
H -0.913 -6.192 -1.399
H -2.484 -5.686 -1.191
H -1.303 -4.659 -2.032
H -0.174 -5.198 0.167
C 3.471 5.392 -1.266
O 2.094 5.212 -1.223
H 3.998 4.438 -1.231
H 3.681 5.924 -2.194
H 3.791 6.000 -0.420
H 1.644 6.058 -1.267
C -5.380 -2.575 1.660
O -6.601 -1.812 1.567
H -5.490 -3.648 1.499
H -4.722 -2.360 0.817
H -4.992 -2.527 2.677
H -6.775 -1.578 0.653
```

Which charges does natural (NBO) predict for the atoms? In e, they are:
1 C -0.241
2 O -0.726
3 H 0.163
4 H 0.162
5 H 0.169
6 H 0.472
7 C -0.253
8 O -0.747
9 H 0.188
10 H 0.173
11 H 0.170
12 H 0.469
13 C -0.252
14 O -0.704
15 H 0.154
16 H 0.173
17 H 0.161
18 H 0.468
19 C -0.239
20 O -0.729
21 H 0.182
22 H 0.160
23 H 0.159
24 H 0.467
25 C -0.256
26 O -0.727
27 H 0.157
28 H 0.170
29 H 0.190
30 H 0.466

***

Version c
Computed, not measured: a cluster of 5 separate species, C5H20O5 in total, with the ωB97M-V functional and the def2-TZVPD basis.

Output
HOMO in eV: -9.792
SMILES: CO.CO.CO.CO.CO
2S+1: 1
Frontier orbital gap in eV: 10.24

```
30
C5H20O5, DFT the ωB97M-V functional and the def2-TZVPD basis
C 0.338 3.150 0.194
O -0.699 3.708 -0.608
H 1.272 3.015 -0.364
H 0.510 3.813 1.051
H 0.034 2.166 0.567
H -1.210 2.970 -0.951
C 1.185 0.314 -2.135
O 0.427 -0.094 -1.002
H 1.094 -0.457 -2.908
H 0.791 1.253 -2.528
H 2.243 0.455 -1.899
H 1.037 -0.379 -0.291
C -3.058 0.778 -1.439
O -2.201 -0.044 -0.682
H -4.079 0.404 -1.386
H -3.077 1.803 -1.014
H -2.762 0.847 -2.491
H -1.292 -0.030 -1.019
C -0.985 -1.952 2.047
O -1.386 -3.233 2.524
H -0.223 -1.513 2.723
H -0.595 -2.008 1.023
H -1.851 -1.301 2.026
H -0.669 -3.850 2.352
C 2.724 -1.913 0.904
O 2.215 -0.603 0.981
H 1.921 -2.659 0.944
H 3.229 -2.003 -0.051
H 3.451 -2.114 1.697
H 1.616 -0.523 1.735
```

Which charges does natural (NBO) predict for the atoms? In e, they are:
1 C -0.249
2 O -0.726
3 H 0.158
4 H 0.175
5 H 0.173
6 H 0.467
7 C -0.253
8 O -0.786
9 H 0.171
10 H 0.178
11 H 0.177
12 H 0.506
13 C -0.246
14 O -0.763
15 H 0.180
16 H 0.143
17 H 0.160
18 H 0.500
19 C -0.249
20 O -0.716
21 H 0.132
22 H 0.167
23 H 0.207
24 H 0.459
25 C -0.251
26 O -0.732
27 H 0.169
28 H 0.190
29 H 0.177
30 H 0.483

***

Result of the stability comparison: version b is the least stable of them.

***

Version a
Computed, not measured: a cluster of 2 separate species, CF4N2 in total, with the ωB97M-V functional and the def2-TZVPD basis.

Output
HOMO (spin up / spin down) in eV: -10.145 / -10.903
2S+1: 1
Frontier orbital gap (spin up / spin down) in eV: 9.27 / 9.45

```
7
CF4N2, DFT the ωB97M-V functional and the def2-TZVPD basis
C -0.646 -0.569 0.106
N -1.146 0.475 -0.211
N 1.608 0.147 0.488
F -0.749 -1.789 0.527
F -2.540 0.697 -0.485
F 2.005 -0.375 -0.662
F 1.468 1.413 0.238
```

Which charges does natural (NBO) predict for the atoms? In e, they are:
1 C 0.647
2 N -0.155
3 N 0.383
4 F -0.258
5 F -0.235
6 F -0.208
7 F -0.175

***

Version b
Computed, not measured: the molecule CF4N2, with the ωB97M-V functional and the def2-TZVPD basis.

Output
HOMO (spin up / spin down) in eV: -12.035 / -11.918
2S+1: 1
Frontier orbital gap (spin up / spin down) in eV: 10.07 / 9.80

```
7
CF4N2, DFT the ωB97M-V functional and the def2-TZVPD basis
C -0.032 -0.358 -0.054
N 0.887 0.538 -0.723
N -0.903 0.490 0.728
F 0.618 -1.122 0.901
F -0.621 -1.185 -0.917
F 2.040 0.792 0.029
F -1.989 0.846 0.035
```

Which charges does natural (NBO) predict for the atoms? In e, they are:
1 C 0.706
2 N 0.118
3 N 0.122
4 F -0.309
5 F -0.279
6 F -0.187
7 F -0.171

***

Result of the stability comparison: version a is the least stable of them.

***

Version a
Computed, not measured: the molecule C10H10N2O2, with the ωB97M-V functional and the def2-TZVPD basis.

Output
HOMO (spin up / spin down) in eV: -8.041 / -7.335
2S+1: 1
Frontier orbital gap (spin up / spin down) in eV: 7.19 / 5.83

```
24
C10H10N2O2, DFT the ωB97M-V functional and the def2-TZVPD basis
C -2.845 1.375 -1.865
C -2.527 1.455 -0.499
C -1.956 0.789 -2.760
C -1.341 1.155 0.059
C -0.686 0.498 -2.260
C 1.739 -1.326 1.305
C -0.467 0.542 -0.863
C 1.767 -0.523 0.154
C 0.718 0.158 -0.266
C 3.200 -0.070 -0.199
N 0.764 -1.541 2.196
N -0.380 -0.916 2.179
O -1.226 -1.376 3.211
O 1.111 -2.382 3.113
H -3.712 1.805 -2.252
H -3.392 1.857 0.165
H -2.031 0.796 -3.956
H -1.240 1.039 1.128
H 0.168 0.394 -2.979
H 2.568 -1.758 1.683
H 3.207 -0.030 -1.408
H 3.389 0.861 0.237
H 3.926 -0.841 0.098
H -0.754 -1.958 3.781
```

Which charges does natural (NBO) predict for the atoms? In e, they are:
1 C -0.224
2 C -0.189
3 C -0.189
4 C -0.194
5 C -0.202
6 C 0.030
7 C -0.176
8 C -0.182
9 C 0.277
10 C -0.592
11 N 0.188
12 N 0.052
13 O -0.523
14 O -0.573
15 H 0.214
16 H 0.214
17 H 0.226
18 H 0.252
19 H 0.223
20 H 0.217
21 H 0.215
22 H 0.225
23 H 0.221
24 H 0.490

***

Version b
Computed, not measured: a cluster of 2 separate species, C10H10N2O2 in total, with the ωB97M-V functional and the def2-TZVPD basis.

Output
HOMO in eV: -7.844
SMILES: O=c1cc[nH]c(=O)[nH]1.c1ccccc1
2S+1: 1
Frontier orbital gap in eV: 8.25

```
24
C10H10N2O2, DFT the ωB97M-V functional and the def2-TZVPD basis
O -1.946 0.834 -0.703
C -1.268 0.001 -0.200
C -1.186 -1.460 -0.401
C -0.565 -2.290 0.381
N -0.214 -1.852 1.715
C -0.159 -0.515 1.949
O 0.378 0.061 2.900
N -0.495 0.401 0.853
H -1.571 -1.816 -1.283
H -0.442 -3.326 0.173
H 0.523 -2.487 2.218
H -0.783 1.313 1.295
C 0.409 0.377 -2.352
C -0.181 1.430 -1.667
C 0.253 1.837 -0.342
C 1.356 1.255 0.150
C 2.032 0.235 -0.661
C 1.630 -0.155 -1.972
H -0.069 -0.169 -3.278
H -0.888 2.253 -2.309
H -0.073 2.769 0.183
H 1.907 1.478 1.098
H 2.826 -0.432 -0.370
H 2.155 -0.883 -2.590
```

Which charges does natural (NBO) predict for the atoms? In e, they are:
1 O -0.571
2 C 0.662
3 C -0.342
4 C 0.043
5 N -0.616
6 C 0.785
7 O -0.626
8 N -0.638
9 H 0.233
10 H 0.219
11 H 0.435
12 H 0.444
13 C -0.311
14 C -0.173
15 C -0.249
16 C -0.178
17 C -0.302
18 C -0.187
19 H 0.216
20 H 0.252
21 H 0.233
22 H 0.246
23 H 0.208
24 H 0.217

***

Version c
Computed, not measured: a cluster of 2 separate species, C10H10N2O2 in total, with the ωB97M-V functional and the def2-TZVPD basis.

Output
HOMO in eV: -8.886
SMILES: O=c1cc[nH]c(=O)[nH]1.c1ccccc1
2S+1: 1
Frontier orbital gap in eV: 9.31

```
24
C10H10N2O2, DFT the ωB97M-V functional and the def2-TZVPD basis
O -3.024 2.410 0.295
C -2.998 1.190 0.195
C -4.140 0.289 0.185
C -3.886 -1.012 -0.079
N -2.629 -1.504 -0.497
C -1.463 -0.738 -0.368
O -0.372 -1.164 -0.607
N -1.784 0.575 -0.011
H -5.111 0.643 0.440
H -4.636 -1.803 -0.147
H -2.480 -2.471 -0.647
H -1.039 1.235 0.122
C 2.155 -0.894 0.813
C 1.508 0.200 0.330
C 2.078 1.199 -0.391
C 3.437 1.207 -0.733
C 4.189 0.228 -0.154
C 3.572 -0.793 0.555
H 1.631 -1.612 1.499
H 0.491 0.200 0.737
H 1.453 2.100 -0.651
H 3.690 1.861 -1.505
H 5.178 0.268 -0.289
H 4.178 -1.614 0.908
```

Which charges does natural (NBO) predict for the atoms? In e, they are:
1 O -0.586
2 C 0.638
3 C -0.382
4 C 0.073
5 N -0.611
6 C 0.796
7 O -0.582
8 N -0.655
9 H 0.248
10 H 0.218
11 H 0.421
12 H 0.433
13 C -0.210
14 C -0.178
15 C -0.237
16 C -0.193
17 C -0.234
18 C -0.194
19 H 0.224
20 H 0.188
21 H 0.203
22 H 0.213
23 H 0.204
24 H 0.202

***

Result of the stability comparison: version a is the least stable of them.

***

Version a
Computed, not measured: the ion C6H15N with charge +1, with the ωB97M-V functional and the def2-TZVPD basis.

Output
HOMO (spin up / spin down) in eV: -15.575 / -15.535
2S+1: 2
Frontier orbital gap (spin up / spin down) in eV: 12.70 / 7.37
Charge: +1
Expectation value of S²: 0.754

```
22
C6H15N, DFT the ωB97M-V functional and the def2-TZVPD basis
C -0.228 1.220 -3.068
C 0.444 0.867 -1.660
N -0.538 0.439 -0.701
C -0.111 -0.347 3.093
C -0.582 0.261 1.737
C 0.209 -0.130 0.472
C 0.365 -1.701 0.226
H -0.769 2.154 -2.971
H 0.601 1.475 -3.762
H -0.741 0.335 -3.417
H 0.995 -0.073 -1.909
H 0.971 1.744 -1.329
H -1.085 -0.305 -1.132
H -0.498 -1.361 3.130
H -0.422 0.309 3.929
H 0.997 -0.331 2.996
H -1.614 0.016 1.474
H -0.565 1.325 1.976
H 1.218 0.288 0.600
H -0.565 -2.263 0.183
H 1.108 -2.117 0.913
H 0.808 -1.802 -0.779
```

Which charges does natural (NBO) predict for the atoms? In e, they are:
1 C -0.618
2 C -0.283
3 N -0.098
4 C -0.600
5 C -0.411
6 C -0.077
7 C -0.613
8 H 0.241
9 H 0.249
10 H 0.219
11 H 0.278
12 H 0.253
13 H 0.403
14 H 0.221
15 H 0.245
16 H 0.206
17 H 0.203
18 H 0.233
19 H 0.235
20 H 0.236
21 H 0.270
22 H 0.210

***

Version b
Computed, not measured: the ion C6H15N with charge +1, with the ωB97M-V functional and the def2-TZVPD basis.

Output
HOMO (spin up / spin down) in eV: -15.260 / -15.249
2S+1: 2
Frontier orbital gap (spin up / spin down) in eV: 12.03 / 6.74
Charge: +1
Expectation value of S²: 0.754

```
22
C6H15N, DFT the ωB97M-V functional and the def2-TZVPD basis
C -0.165 2.193 0.308
C 0.818 1.026 0.013
C 0.193 -0.349 -0.252
C -1.062 -0.330 -1.128
C -0.084 -1.033 1.106
C -0.232 -2.571 0.945
N 1.638 1.469 -1.073
H -0.745 2.355 -0.610
H -0.839 1.935 1.117
H 0.324 3.158 0.438
H 1.416 0.919 0.936
H 0.933 -1.038 -0.682
H -0.833 0.084 -2.124
H -1.377 -1.346 -1.313
H -1.871 0.286 -0.738
H 0.688 -0.811 1.847
H -1.023 -0.652 1.523
H -1.034 -2.910 1.604
H 0.694 -3.041 1.262
H -0.555 -2.855 -0.053
H 1.302 1.047 -1.947
H 1.813 2.462 -1.180
```

Which charges does natural (NBO) predict for the atoms? In e, they are:
1 C -0.590
2 C -0.104
3 C -0.250
4 C -0.618
5 C -0.394
6 C -0.615
7 N -0.272
8 H 0.227
9 H 0.272
10 H 0.239
11 H 0.298
12 H 0.231
13 H 0.199
14 H 0.248
15 H 0.225
16 H 0.208
17 H 0.208
18 H 0.232
19 H 0.225
20 H 0.208
21 H 0.410
22 H 0.411

***

Result of the stability comparison: version a is the least stable of them.